Molecular formula: C86H184N5O15P2
Method: DFT, the ωB97M-V functional and the def2-TZVPD basis

Atoms and positions in Å:
C -2.38 1.69 0.90
C -2.16 0.17 0.70
C -2.23 -0.27 -0.76
C -1.12 0.35 -1.58
N -1.10 -0.23 -3.02
C -0.12 0.57 -3.89
C 0.49 -0.41 -4.85
C 0.47 -1.77 -4.21
C -0.61 -1.70 -3.09
C -2.54 -0.16 -3.57
H -2.55 2.03 1.92
H -3.40 1.83 0.51
H -1.76 2.28 0.24
H -2.75 -0.38 1.44
H -1.12 -0.05 0.99
H -3.21 0.06 -1.09
H -2.21 -1.35 -0.88
H -0.12 0.14 -1.21
H -1.28 1.40 -1.82
H -0.63 1.44 -4.31
H 0.72 0.88 -3.27
H -0.05 -0.38 -5.80
H 1.51 -0.12 -5.07
H 0.18 -2.57 -4.88
H 1.50 -1.92 -3.87
H -1.50 -2.27 -3.35
H -0.12 -2.00 -2.17
H -2.47 -0.46 -4.62
H -2.75 0.91 -3.57
H -3.20 -0.86 -3.06
C 2.41 7.34 -0.05
C 3.86 6.80 -0.02
C 3.98 5.42 -0.68
C 3.16 4.37 0.04
N 3.64 2.95 -0.23
C 3.92 2.60 -1.67
C 3.75 1.06 -1.66
C 3.00 0.68 -0.38
C 2.51 2.00 0.20
C 4.83 2.77 0.71
H 2.30 8.29 0.47
H 1.79 6.67 0.54
H 2.05 7.37 -1.08
H 4.22 6.81 1.01
H 4.55 7.42 -0.59
H 5.04 5.16 -0.66
H 3.74 5.62 -1.73
H 2.10 4.44 -0.21
H 3.24 4.58 1.11
H 4.89 2.97 -2.01
H 3.11 3.15 -2.15
H 4.73 0.59 -1.73
H 3.16 0.62 -2.47
H 3.62 0.08 0.28
H 2.06 0.12 -0.48
H 2.38 1.98 1.28
H 1.61 2.29 -0.35
H 5.14 1.73 0.70
H 4.66 3.25 1.67
H 5.61 3.37 0.25
C 0.28 -3.37 -7.69
C 1.83 -3.55 -7.69
C 2.34 -4.74 -6.88
C 1.92 -4.67 -5.41
N 2.55 -5.68 -4.53
C 2.21 -5.46 -3.06
C 3.32 -6.15 -2.21
C 4.53 -6.02 -3.13
C 4.09 -5.61 -4.55
C 1.99 -7.04 -4.91
H -0.04 -2.37 -8.00
H -0.26 -3.61 -6.78
H -0.09 -4.05 -8.45
H 2.26 -2.58 -7.42
H 2.11 -3.67 -8.73
H 3.42 -4.76 -7.00
H 1.86 -5.61 -7.33
H 0.84 -4.66 -5.28
H 2.28 -3.70 -5.04
H 1.23 -5.87 -2.81
H 2.25 -4.39 -2.87
H 3.13 -7.22 -2.07
H 3.41 -5.71 -1.22
H 5.14 -6.93 -3.10
H 5.14 -5.19 -2.77
H 4.35 -6.46 -5.18
H 4.49 -4.65 -4.86
H 0.91 -6.91 -4.94
H 2.29 -7.81 -4.19
H 2.47 -7.28 -5.86
C 0.72 -2.23 0.43
C 0.72 -3.66 -0.09
C -0.11 -4.71 0.65
C -0.35 -5.92 -0.24
N -1.22 -7.05 0.32
C -0.56 -7.71 1.53
C -1.15 -9.11 1.60
C -1.41 -9.54 0.16
C -1.32 -8.22 -0.62
C -2.60 -6.56 0.75
H 1.24 -1.59 -0.29
H 1.29 -2.26 1.36
H -0.24 -1.73 0.55
H 1.76 -4.00 -0.17
H 0.47 -3.75 -1.15
H -1.05 -4.23 0.94
H 0.38 -5.01 1.58
H 0.58 -6.44 -0.45
H -0.94 -5.68 -1.14
H -0.83 -7.12 2.40
H 0.53 -7.73 1.46
H -2.09 -9.17 2.15
H -0.43 -9.76 2.10
H -2.42 -9.91 0.00
H -0.69 -10.30 -0.15
H -2.20 -8.10 -1.25
H -0.38 -8.23 -1.15
H -3.25 -7.36 1.07
H -3.00 -5.94 -0.06
H -2.40 -5.96 1.63
C 0.97 8.05 -7.61
C 2.09 7.12 -7.13
C 1.65 5.67 -6.99
C 2.58 4.91 -6.00
N 2.47 3.41 -6.04
C 3.07 2.88 -7.32
C 3.73 1.57 -6.86
C 3.81 1.53 -5.34
C 3.15 2.80 -4.84
C 1.02 3.00 -5.84
H 0.25 8.17 -6.80
H 0.54 7.56 -8.49
H 1.20 9.06 -7.95
H 2.44 7.47 -6.15
H 2.95 7.16 -7.80
H 1.51 5.15 -7.94
H 0.73 5.71 -6.40
H 2.28 5.28 -5.02
H 3.60 5.27 -6.16
H 2.26 2.67 -8.01
H 3.91 3.48 -7.69
H 3.18 0.74 -7.31
H 4.73 1.48 -7.28
H 3.29 0.67 -4.91
H 4.84 1.45 -4.97
H 2.46 2.66 -4.01
H 3.98 3.43 -4.52
H 0.99 1.93 -6.04
H 0.37 3.52 -6.53
H 0.86 3.39 -4.83
C 5.88 2.13 9.63
C 4.72 1.45 8.87
C 4.87 1.54 7.33
C 3.61 0.97 6.61
P 4.16 0.10 5.08
C 2.81 -0.31 3.94
C 1.52 -0.71 4.74
C 0.23 -0.50 3.94
C -0.04 0.96 3.56
C 5.36 1.16 4.09
C 6.83 0.69 4.22
C 7.83 1.55 3.40
C 7.92 2.93 4.09
C 4.99 -1.47 5.52
C 4.06 -2.55 6.15
C 4.79 -3.66 6.87
C 5.56 -3.11 8.07
H 5.87 1.94 10.70
H 5.87 3.21 9.47
H 6.80 1.78 9.17
H 3.78 1.98 9.07
H 4.60 0.40 9.14
H 5.82 1.09 7.04
H 5.02 2.56 6.98
H 2.98 1.79 6.26
H 3.13 0.27 7.29
H 3.18 -1.01 3.19
H 2.52 0.59 3.39
H 1.47 -0.15 5.67
H 1.66 -1.79 4.80
H -0.66 -0.86 4.45
H 0.46 -1.02 3.01
H -1.09 1.12 3.31
H 0.49 1.43 2.73
H 0.27 1.58 4.41
H 5.18 2.19 4.42
H 5.06 1.09 3.05
H 6.88 -0.31 3.80
H 7.10 0.80 5.27
H 7.48 1.67 2.37
H 8.77 1.02 3.41
H 8.71 3.52 3.63
H 8.12 2.88 5.16
H 6.99 3.48 3.89
H 5.84 -1.18 6.14
H 5.39 -1.82 4.57
H 3.61 -2.93 5.23
H 3.32 -2.24 6.90
H 5.46 -4.20 6.19
H 4.11 -4.41 7.27
H 5.91 -3.88 8.76
H 5.01 -2.37 8.65
H 6.49 -2.60 7.79
C -8.19 3.18 8.91
C -8.88 2.49 7.74
C -8.16 2.63 6.40
C -8.74 1.72 5.33
P -7.81 1.65 3.78
C -8.37 2.99 2.72
C -8.45 4.36 3.43
C -8.75 5.52 2.45
C -8.87 6.84 3.21
C -8.03 0.08 2.88
C -7.11 -0.11 1.66
C -7.44 -1.38 0.84
C -6.70 -1.37 -0.49
C -6.03 1.95 4.02
C -5.27 1.02 4.97
C -3.75 1.06 4.89
C -3.07 0.43 6.12
H -8.02 4.24 8.73
H -7.31 2.59 9.16
H -8.83 3.19 9.79
H -9.86 2.97 7.67
H -9.06 1.43 7.92
H -7.11 2.40 6.59
H -8.10 3.68 6.13
H -9.73 2.11 5.06
H -9.05 0.73 5.67
H -9.37 2.69 2.38
H -7.68 2.98 1.88
H -7.53 4.60 3.96
H -9.25 4.38 4.18
H -9.70 5.28 1.96
H -7.98 5.63 1.68
H -7.90 7.15 3.61
H -9.60 6.85 4.01
H -9.13 7.62 2.49
H -9.08 -0.15 2.70
H -7.72 -0.69 3.60
H -6.07 -0.30 1.94
H -7.03 0.82 1.10
H -8.52 -1.50 0.77
H -7.23 -2.27 1.44
H -7.13 -0.63 -1.17
H -6.78 -2.34 -0.99
H -5.63 -1.18 -0.38
H -6.00 2.97 4.40
H -5.53 1.99 3.05
H -5.56 -0.02 4.75
H -5.69 1.15 5.97
H -3.46 2.11 4.91
H -3.36 0.61 3.97
H -3.28 -0.64 6.16
H -3.42 0.69 7.12
H -2.00 0.60 6.08
C -0.34 5.33 -1.33
C -0.18 4.22 -2.36
O -1.03 4.14 -3.30
O 0.84 3.47 -2.22
H 0.12 5.06 -0.38
H -1.41 5.48 -1.24
H 0.17 6.24 -1.66
C -4.83 -4.70 -1.30
C -3.96 -3.71 -2.06
O -2.79 -3.52 -1.61
O -4.43 -2.98 -2.95
H -4.45 -5.71 -1.50
H -5.86 -4.75 -1.67
H -4.79 -4.60 -0.22
C -1.47 0.35 -8.07
C -0.20 1.02 -8.63
O -0.34 2.23 -8.96
O 0.88 0.40 -8.59
H -1.78 0.73 -7.09
H -1.34 -0.72 -7.89
H -2.32 0.45 -8.75
O -2.20 -4.42 -4.39
C -1.40 -5.54 -4.52
O -1.03 -6.10 -3.45
O -1.04 -5.86 -5.67
H -2.38 -4.39 -3.44
O 5.46 -1.01 -3.75
C 4.86 -2.23 -3.39
O 3.68 -2.31 -3.86
O 5.50 -3.13 -2.82
H 4.52 -1.11 -4.11
O -3.34 4.96 2.74
C -4.64 5.01 2.28
O -5.04 4.00 1.62
O -5.33 6.04 2.42
H -3.26 4.11 2.24

Gap between HOMO and LUMO (Eh): 0.1829
Charge: +1
Molar mass (g mol⁻¹): 1590.39
LUMO level (eV): -2.682

---

Molecular formula: C6H23NO6
Method: DFT, the ωB97M-V functional and the def2-TZVPD basis

Atoms and positions in Å:
C -1.10 1.61 -1.30
N -1.27 0.83 -0.33
C -0.61 -0.43 -0.34
C -1.26 -1.47 -0.85
C 0.80 -0.47 0.24
C 1.70 0.68 -0.25
C 3.03 0.78 0.48
H -1.48 2.62 -1.43
H -0.46 1.33 -2.15
H -2.27 -1.45 -1.23
H -0.75 -2.42 -0.96
H 1.18 -1.46 0.00
H 0.62 -0.35 1.31
H 1.11 1.53 0.08
H 1.81 0.61 -1.33
H 2.82 0.84 1.53
H 3.73 0.00 0.22
H 3.51 1.74 0.30
O 0.34 -1.09 -3.26
H 0.57 -2.01 -3.43
H -0.35 -1.12 -2.55
O 3.10 -0.68 -3.63
H 2.14 -0.70 -3.49
H 3.34 0.16 -3.22
O 1.18 -1.35 3.87
H 0.81 -2.23 3.88
H 0.42 -0.83 3.56
O -1.95 1.62 2.44
H -1.75 1.73 1.50
H -1.39 2.23 2.92
O -4.20 0.40 -0.61
H -4.30 1.12 -1.24
H -3.61 0.82 0.02
O -1.44 -0.97 3.07
H -1.82 -0.07 3.16
H -2.19 -1.57 3.02

Gap between HOMO and LUMO (Eh): 0.3647
Molar mass (g mol⁻¹): 205.25
LUMO level (eV): 0.261
SMILES string: C=NC(=C)CCC.O.O.O.O.O.O

---

Molecular formula: C9H18BrNO
Method: DFT, the ωB97M-V functional and the def2-TZVPD basis

Atoms and positions in Å:
C 14.23 -14.16 -7.58
C 14.03 -15.67 -7.12
C 12.52 -15.98 -6.89
C 12.26 -17.43 -6.59
C 12.80 -18.29 -7.75
C 14.21 -17.96 -8.35
N 14.51 -16.50 -8.35
O 15.76 -16.06 -8.90
C 14.37 -18.58 -9.83
C 15.26 -18.70 -7.37
C 14.95 -15.91 -5.89
H 13.72 -13.95 -8.53
H 15.30 -13.94 -7.64
H 13.78 -13.46 -6.88
H 11.86 -15.57 -7.65
H 12.23 -15.28 -6.10
H 11.18 -17.51 -6.48
H 12.71 -17.87 -5.70
H 12.02 -18.33 -8.52
H 12.88 -19.29 -7.33
H 15.39 -18.40 -10.17
H 13.84 -18.02 -10.60
H 14.06 -19.61 -9.99
H 15.43 -19.76 -7.57
H 15.19 -18.55 -6.29
H 16.21 -18.22 -7.59
H 16.00 -15.86 -6.17
H 14.81 -16.85 -5.37
H 14.73 -15.10 -5.20
Br 17.52 -17.68 -8.35

Gap between HOMO and LUMO (Eh): 0.2116
Molar mass (g mol⁻¹): 236.15
LUMO level (eV): -2.117

---

Molecular formula: C4H13NO2
Method: DFT, the ωB97M-V functional and the def2-TZVPD basis

Atoms and positions in Å:
C 0.00 0.00 0.00
N 1.44 0.15 -0.16
C 2.15 -1.03 -0.48
C 3.68 -0.85 -0.15
O 4.33 -1.78 -0.98
C 5.74 -1.72 -0.75
H -0.16 -0.34 1.04
H -0.51 -0.70 -0.68
H -0.45 1.00 -0.12
H 1.75 0.46 0.77
H 1.79 -1.88 0.12
H 2.03 -1.28 -1.55
H 3.92 -0.96 0.92
H 3.95 0.18 -0.46
H 6.26 -0.83 -1.13
H 6.02 -2.58 -1.39
H 6.09 -1.92 0.27
O -2.12 0.51 2.37
H -2.98 0.21 2.00
H -1.70 -0.32 2.70

Gap between HOMO and LUMO (Eh): 0.3446
Molar mass (g mol⁻¹): 107.15
LUMO level (eV): 0.777
SMILES string: CNCCOC.O